Entry 1:
This record from OMol25 describes one molecule with the formula C18H26N4O. The level of theory is ωB97M-V/def2-TZVPD.

Properties
Relative energy (zero: lowest compared OMol25 entry of this formula, charge and spin)   1.103 eV
Electronic energy   -995.727571 hartree
E_LUMO   0.798 eV
HOMO-LUMO gap   8.76 eV
Structure (SMILES)   CCCN(CCC)c1nc(C)c(Oc2cc(C)ccn2)nc1C

Geometry (Å):
C: -3.5375 0.2407 3.7915
C: -2.0705 -0.0145 3.4936
C: -1.9248 -1.2025 2.5115
N: -0.5157 -1.4069 2.0634
C: 0.4707 -1.8151 3.1037
C: 1.5206 -0.6847 3.3624
C: 2.4552 -0.9620 4.5182
C: -0.0710 -0.6924 0.9171
N: -0.1716 0.6385 1.0526
C: 0.3182 1.3948 0.0486
C: 0.2220 2.8846 0.2973
C: 0.8558 0.8118 -1.1461
O: 1.3250 1.6316 -2.1451
C: 0.6162 1.4474 -3.2824
C: 1.3171 1.2057 -4.4633
C: 0.6295 0.9604 -5.6657
C: 1.3965 0.6296 -6.9643
C: -0.7657 1.0858 -5.6114
C: -1.4234 1.3470 -4.4078
N: -0.7306 1.4992 -3.2840
N: 0.9794 -0.5638 -1.2566
C: 0.4869 -1.3299 -0.2546
C: 0.5352 -2.8464 -0.3982
H: -3.9641 -0.6784 4.1977
H: -3.6540 1.0345 4.5617
H: -4.0685 0.5459 2.9058
H: -1.6343 0.8921 3.0722
H: -1.5354 -0.2022 4.4487
H: -2.3231 -2.1104 2.9621
H: -2.5365 -1.0586 1.6079
H: 0.9845 -2.7334 2.7415
H: 0.0028 -2.0423 4.0443
H: 2.1097 -0.5030 2.4709
H: 1.0218 0.2635 3.6495
H: 3.0356 -0.0644 4.7281
H: 3.1377 -1.7637 4.2430
H: 1.9225 -1.2128 5.4125
H: -0.0274 3.4318 -0.6271
H: 1.2252 3.2282 0.6492
H: -0.4994 3.0305 1.0814
H: 2.3949 1.1683 -4.3983
H: 1.9886 -0.2756 -6.8996
H: 2.0977 1.4674 -7.1891
H: 0.6502 0.5347 -7.7880
H: -1.3552 1.0396 -6.4897
H: -2.4978 1.4508 -4.3978
H: 0.9481 -3.3069 0.5266
H: -0.4816 -3.2580 -0.5411
H: 1.1410 -3.1363 -1.2525

---

Entry 2:
This record from OMol25 describes one molecule with the formula C18H26N6O4. The level of theory is ωB97M-V/def2-TZVPD.

Properties
Relative energy (zero: lowest compared OMol25 entry of this formula, charge and spin)   0.132 eV
Electronic energy   -1331.099453 hartree
E_LUMO   0.643 eV
HOMO-LUMO gap   9.46 eV
Structure (SMILES)   Cc1n[nH]c(C)c1CC(=O)N1CC(=O)NC[C@H]1C(=O)N[C@H]1CCCN(C)C1=O

Geometry (Å):
C: -1.3868 3.3561 -2.1687
C: -2.5028 2.4551 -2.5824
N: -3.7204 2.9288 -2.7672
N: -4.4548 1.8619 -3.1278
C: -3.7498 0.7145 -3.1700
C: -4.3850 -0.5947 -3.4869
C: -2.4599 1.0551 -2.8251
C: -1.2670 0.1549 -2.6941
C: -0.6227 0.2880 -1.3236
O: 0.4741 0.8219 -1.2019
N: -1.3119 -0.1390 -0.2295
C: -2.6148 -0.7824 -0.2744
C: -3.7015 0.1669 0.2122
O: -4.8161 0.2122 -0.2684
N: -3.2621 0.9433 1.2331
C: -2.1007 0.5117 1.9996
C: -0.8832 0.3350 1.0888
C: 0.1358 -0.6118 1.7463
O: -0.1265 -1.2410 2.7564
N: 1.3110 -0.6787 1.0864
C: 2.4609 -1.3194 1.6664
C: 3.2172 -2.1767 0.6637
C: 4.4429 -2.7542 1.3506
C: 5.3599 -1.6351 1.8039
N: 4.6607 -0.5896 2.5403
C: 5.5192 0.3946 3.1731
C: 3.3485 -0.2681 2.3520
O: 2.8646 0.7740 2.7526
H: -0.4969 3.1943 -2.7779
H: -1.7045 4.3924 -2.2655
H: -1.0959 3.1792 -1.1314
H: -5.4437 1.9707 -3.2630
H: -3.6287 -1.3432 -3.7214
H: -4.9709 -0.9445 -2.6345
H: -5.0444 -0.5163 -4.3522
H: -1.5418 -0.8826 -2.8942
H: -0.4819 0.4230 -3.4009
H: -2.8620 -1.1086 -1.2762
H: -2.6034 -1.6673 0.3710
H: -3.9458 1.5483 1.6601
H: -1.8701 1.2614 2.7524
H: -2.2927 -0.4236 2.5277
H: -0.3868 1.2942 0.9320
H: 1.4310 -0.0311 0.3143
H: 2.0838 -1.9554 2.4719
H: 2.5574 -2.9607 0.2904
H: 3.5183 -1.5667 -0.1951
H: 4.1308 -3.3485 2.2139
H: 4.9965 -3.4155 0.6831
H: 6.1471 -2.0279 2.4512
H: 5.8583 -1.1893 0.9321
H: 4.9128 1.0577 3.7808
H: 6.2522 -0.1160 3.7987
H: 6.0522 0.9929 2.4273

---

Entry 3:
This record from OMol25 describes C18H27BN8O7P2Ru as an isolated structure. The level of theory is ωB97M-V/def2-TZVPD.

Properties
Total charge   +3
2S+1   6
Relative energy (zero: lowest compared OMol25 entry of this formula, charge and spin)   0.216 eV
Electronic energy   -2468.562595 hartree
E_LUMO (spin up / spin down)   -8.370 / -12.368 eV
<S²>   8.7767
HOMO-LUMO gap (spin up / spin down)   9.63 / 5.64 eV

Geometry (Å):
Ru: -0.7517 -0.7969 0.0568
C: 0.4564 -2.9609 -2.4225
C: 1.2753 -1.7764 -2.0594
C: 2.4420 -1.2987 -2.6723
C: 2.8296 -0.2133 -1.9313
N: 1.9550 -0.0384 -0.9128
N: 0.9822 -0.9943 -1.0134
B: 1.9131 1.0056 0.1889
N: 0.8849 2.1335 -0.2737
C: 0.9635 3.3649 -0.6809
C: -0.3440 3.7725 -1.0878
C: -1.1812 2.6030 -0.8626
C: -2.6362 2.5238 -1.1149
N: -0.4535 1.6432 -0.3837
N: 1.4635 0.4423 1.5321
C: 2.0305 0.6099 2.7490
C: 1.3870 -0.1848 3.6609
C: 0.3864 -0.8508 2.9463
C: -0.5818 -1.8542 3.4607
N: 0.4358 -0.4555 1.6636
N: 3.3462 1.5872 0.3805
C: 4.5255 0.8064 0.5245
C: 5.5399 1.6420 0.8390
C: 4.9596 2.9311 0.8863
C: 5.5427 4.2315 1.1850
N: 3.5810 2.8297 0.6048
H: 1.1075 -3.8215 -2.5740
H: -0.0823 -2.7851 -3.3540
H: -0.2520 -3.2048 -1.6325
H: 2.9389 -1.7122 -3.5334
H: 3.6756 0.4424 -2.0689
H: 1.8786 3.9328 -0.6781
H: -0.6433 4.7347 -1.4773
H: -2.8909 3.0656 -2.0257
H: -3.1685 3.0091 -0.2909
H: -2.9722 1.4940 -1.1979
H: 2.8550 1.2872 2.8987
H: 1.6081 -0.2871 4.7095
H: -0.1831 -2.3095 4.3644
H: -0.7635 -2.6413 2.7292
H: -1.5301 -1.3760 3.7079
H: 4.4906 -0.2653 0.4012
H: 6.5733 1.3882 1.0100
H: 6.6280 4.1984 1.2144
H: 5.1730 4.5685 2.1658
H: 5.1928 4.9840 0.4717
C: -5.4927 -2.4523 -0.5844
C: -4.2696 -1.5575 -0.4267
O: -4.6755 -0.2101 -0.2696
P: -3.1844 -1.6150 -1.9080
O: -2.9851 -3.0901 -2.3844
O: -3.8514 -0.8717 -3.0994
O: -1.8789 -0.8727 -1.6132
P: -3.1149 -2.0929 0.8966
O: -3.9053 -2.4981 2.1815
O: -2.1774 -3.1047 0.3122
O: -2.3646 -0.7682 1.2483
H: -6.1230 -2.0713 -1.3881
H: -6.0730 -2.4197 0.3366
H: -5.2250 -3.4861 -0.8037
H: -4.1733 0.2060 0.4450
H: -2.6709 -3.6764 -1.6695
H: -4.3808 -1.3826 -3.7300
H: -4.0415 -3.4413 2.3535

---

Entry 4:
This record from OMol25 describes C18H27BeCl3FLi2N3NaO14PS as an isolated structure. The level of theory is ωB97M-V/def2-TZVPD.

Properties
Electronic energy   -4330.734235 hartree
E_LUMO   -5.045 eV
HOMO-LUMO gap   1.38 eV

Geometry (Å):
C: -2.0803 -2.8621 -1.0251
C: -1.2537 -4.0572 -0.4767
O: -1.7030 -5.1684 -0.6423
N: -0.0153 -3.9052 0.1449
C: 1.0130 -4.3071 -0.8469
C: 0.1789 -2.5001 0.5952
C: 1.3784 -2.4800 1.5848
C: 1.2483 -1.4140 2.6918
C: 1.1856 0.0503 2.1389
C: 1.7292 0.2300 0.7371
C: 0.7832 0.7482 -0.2377
C: 1.0717 1.0150 -1.5207
P: -0.2055 1.6976 -2.6660
O: -0.8871 2.8770 -2.1416
C: 2.3946 0.7759 -2.0194
N: 2.8614 0.9900 -3.2261
S: 4.4311 0.5288 -3.0320
N: 4.5636 0.0486 -1.4771
C: 3.3457 0.2431 -1.0131
C: 3.0037 -0.0222 0.3440
H: -2.7499 -3.2180 -1.8582
H: -2.7605 -2.4572 -0.1920
H: -1.3827 -2.0861 -1.3932
H: 0.7874 -3.7969 -1.8086
H: 1.0365 -5.3973 -0.9855
H: 2.0318 -4.0024 -0.5774
H: 0.4688 -1.9189 -0.3052
H: -0.7542 -2.1411 1.0553
H: 1.3797 -3.4643 2.0947
H: 2.3550 -2.4332 1.0798
H: 0.3166 -1.5834 3.2616
H: 2.0837 -1.5054 3.4058
H: 0.1493 0.4214 2.1787
H: 1.8001 0.7212 2.7930
H: -0.2354 0.9668 0.1057
H: -1.1313 0.6529 -2.9410
H: 0.4416 1.9778 -3.9014
H: 3.7394 -0.3873 1.0618
C: -6.2648 -4.0041 -2.3213
C: -4.9011 -4.5090 -2.8327
O: -4.2898 -3.4992 -3.4831
H: -6.9072 -3.6952 -3.1442
H: -6.7903 -4.7979 -1.7769
H: -6.1521 -3.1592 -1.6289
H: -5.1309 -5.4462 -3.4036
H: -4.4051 -4.9052 -1.9440
Li: 1.9040 1.8801 3.8460
Na: -3.6471 -6.2170 -1.8059
O: -3.9244 3.3862 -2.7101
Cl: -3.3667 4.4936 -3.4532
O: -2.5148 3.9937 -4.4991
O: -2.6079 5.3339 -2.5678
O: -4.4423 5.2669 -4.0346
C: 6.1790 2.6217 6.9327
C: 5.6160 1.4585 7.7025
O: 4.2023 1.6650 7.5803
C: 3.9975 2.4034 6.4781
O: 2.9150 2.6124 6.0001
O: 5.1457 2.8818 5.9738
H: 7.1190 2.3857 6.4405
H: 6.3173 3.5096 7.5512
H: 5.8715 0.4952 7.2573
H: 5.9223 1.4566 8.7454
Li: -3.8632 -1.7137 -2.6269
F: 4.3487 2.7579 -1.6632
O: -5.3897 8.6623 -2.4493
Cl: -4.7083 8.8074 -3.7035
O: -3.6314 7.8361 -3.7919
O: -4.1471 10.1311 -3.8059
O: -5.6263 8.5824 -4.7893
Be: -3.5806 -2.6284 1.2343
Cl: 6.1335 -0.8830 -4.2931

---

Question: Look up the electronic energy of the first one.
Answer: -995.727571 hartree

---

Question: The lowest electronic energy belongs to which entry?
Answer: C18H27BeCl3FLi2N3NaO14PS

---

Repeat the fourth record exactly.
This record from OMol25 describes C18H27BeCl3FLi2N3NaO14PS as an isolated structure. The level of theory is ωB97M-V/def2-TZVPD.

Properties
Electronic energy   -4330.734235 hartree
E_LUMO   -5.045 eV
HOMO-LUMO gap   1.38 eV

Geometry (Å):
C: -2.0803 -2.8621 -1.0251
C: -1.2537 -4.0572 -0.4767
O: -1.7030 -5.1684 -0.6423
N: -0.0153 -3.9052 0.1449
C: 1.0130 -4.3071 -0.8469
C: 0.1789 -2.5001 0.5952
C: 1.3784 -2.4800 1.5848
C: 1.2483 -1.4140 2.6918
C: 1.1856 0.0503 2.1389
C: 1.7292 0.2300 0.7371
C: 0.7832 0.7482 -0.2377
C: 1.0717 1.0150 -1.5207
P: -0.2055 1.6976 -2.6660
O: -0.8871 2.8770 -2.1416
C: 2.3946 0.7759 -2.0194
N: 2.8614 0.9900 -3.2261
S: 4.4311 0.5288 -3.0320
N: 4.5636 0.0486 -1.4771
C: 3.3457 0.2431 -1.0131
C: 3.0037 -0.0222 0.3440
H: -2.7499 -3.2180 -1.8582
H: -2.7605 -2.4572 -0.1920
H: -1.3827 -2.0861 -1.3932
H: 0.7874 -3.7969 -1.8086
H: 1.0365 -5.3973 -0.9855
H: 2.0318 -4.0024 -0.5774
H: 0.4688 -1.9189 -0.3052
H: -0.7542 -2.1411 1.0553
H: 1.3797 -3.4643 2.0947
H: 2.3550 -2.4332 1.0798
H: 0.3166 -1.5834 3.2616
H: 2.0837 -1.5054 3.4058
H: 0.1493 0.4214 2.1787
H: 1.8001 0.7212 2.7930
H: -0.2354 0.9668 0.1057
H: -1.1313 0.6529 -2.9410
H: 0.4416 1.9778 -3.9014
H: 3.7394 -0.3873 1.0618
C: -6.2648 -4.0041 -2.3213
C: -4.9011 -4.5090 -2.8327
O: -4.2898 -3.4992 -3.4831
H: -6.9072 -3.6952 -3.1442
H: -6.7903 -4.7979 -1.7769
H: -6.1521 -3.1592 -1.6289
H: -5.1309 -5.4462 -3.4036
H: -4.4051 -4.9052 -1.9440
Li: 1.9040 1.8801 3.8460
Na: -3.6471 -6.2170 -1.8059
O: -3.9244 3.3862 -2.7101
Cl: -3.3667 4.4936 -3.4532
O: -2.5148 3.9937 -4.4991
O: -2.6079 5.3339 -2.5678
O: -4.4423 5.2669 -4.0346
C: 6.1790 2.6217 6.9327
C: 5.6160 1.4585 7.7025
O: 4.2023 1.6650 7.5803
C: 3.9975 2.4034 6.4781
O: 2.9150 2.6124 6.0001
O: 5.1457 2.8818 5.9738
H: 7.1190 2.3857 6.4405
H: 6.3173 3.5096 7.5512
H: 5.8715 0.4952 7.2573
H: 5.9223 1.4566 8.7454
Li: -3.8632 -1.7137 -2.6269
F: 4.3487 2.7579 -1.6632
O: -5.3897 8.6623 -2.4493
Cl: -4.7083 8.8074 -3.7035
O: -3.6314 7.8361 -3.7919
O: -4.1471 10.1311 -3.8059
O: -5.6263 8.5824 -4.7893
Be: -3.5806 -2.6284 1.2343
Cl: 6.1335 -0.8830 -4.2931